Record 1
# C5H7NO2

C5H7NO2 in the gas phase (ωB97M-V/def2-TZVPD, the OMol25 dataset).

Output
- Structure (SMILES): C#C[C@@]1(O)[C@H](N)[C@@H]1O
- Orbital gap: 9.79 eV
- Lowest unoccupied orbital energy: 0.36 eV
- Calculated total energy: -10876.749 eV
- Energy above the lowest of the compared OMol25 structures with the same formula, charge and spin: 6.868 eV

The geometry in XYZ format:
```
15
Properties=species:S:1:pos:R:3:nbo_charge:R:1
H 1.031 1.526 -0.989 0.210
O 1.332 1.469 1.152 -0.715
O -0.947 0.187 1.384 -0.701
H 1.710 -2.027 -0.139 0.370
C -2.661 -0.168 -1.604 -0.191
H 0.264 1.463 1.554 0.507
C 0.601 -0.435 -0.200 -0.117
C -0.607 0.296 -0.015 0.080
H 0.595 -1.048 -1.055 0.203
H 2.234 -0.668 0.905 0.396
C -1.664 0.328 -0.961 -0.018
N 1.305 -1.257 0.717 -0.821
H -0.367 -0.616 1.704 0.514
C 0.661 1.022 -0.109 0.033
H -3.487 -0.071 -2.344 0.251
```



Record 2
# C3H6N2O2S

C3H6N2O2S in the gas phase (ωB97M-V/def2-TZVPD, the OMol25 dataset).

Output
- Structure (SMILES): [H]/N=C(\NS)OCC=O
- Orbital gap: 9.58 eV
- Lowest unoccupied orbital energy: 0.26 eV
- Calculated total energy: -21116.759 eV
- Energy above the lowest of the compared OMol25 structures with the same formula, charge and spin: 3.090 eV

The geometry in XYZ format:
```
14
Properties=species:S:1:pos:R:3:nbo_charge:R:1
H 1.449 -0.357 -1.525 0.219
H -2.730 -0.742 1.485 0.122
S -3.191 -0.639 0.207 0.199
H -2.315 1.624 -0.332 0.417
O -0.275 -0.886 -0.390 -0.492
H -0.022 2.339 0.025 0.370
N 0.326 1.345 -0.173 -0.793
O 3.198 -0.275 0.430 -0.530
N -1.948 0.635 -0.079 -0.786
C 2.038 -0.433 0.501 0.440
H 1.295 -1.983 -0.798 0.211
C -0.587 0.447 -0.193 0.685
C 1.150 -0.923 -0.685 -0.175
H 1.611 -0.152 1.526 0.113
```



Record 3
# C4H11ClN

A gas-phase ion, C4H11ClN (charge +1) (ωB97M-V/def2-TZVPD, the OMol25 dataset).

Output
- Charge: +1
- Orbital gap (alpha / beta): 5.02 / 7.00 eV
- Lowest unoccupied orbital energy (alpha / beta): -3.64 / -8.64 eV
- Calculated total energy: -18324.419 eV
- Spin multiplicity: 3
- Energy above the lowest of the compared OMol25 structures with the same formula, charge and spin: 3.089 eV

The geometry in XYZ format:
```
17
Properties=species:S:1:pos:R:3:nbo_charge:R:1
H -0.297 -0.585 -1.742 0.456
C -0.555 0.258 0.132 -0.085
N -0.459 0.448 -1.375 -0.767
H 0.326 -2.443 0.731 0.256
H 0.918 -0.415 1.739 0.284
Cl 2.073 0.783 -0.051 0.300
H 1.953 -2.209 0.118 0.252
H 0.315 1.141 -1.287 0.457
H -0.663 2.480 0.259 0.241
C 0.837 -0.394 0.562 -0.492
H -0.484 1.446 1.890 0.259
H -2.075 1.565 0.860 0.256
H 0.685 -1.847 -0.986 0.180
C -0.963 1.542 0.791 -0.670
H -1.150 -0.649 0.235 0.229
H -1.393 0.709 -1.912 0.469
C 0.932 -1.830 0.036 -0.626
```